#i
# C4H10NO2

A 2-piece molecular cluster, C4H10NO2 overall (the ωB97M-V functional and the def2-TZVPD basis, OMol25).

Geometry as ORCA input:
```
! wB97M-V def2-TZVPD RIJCOSX def2/J DEFGRID3
* xyz 1 1
C 1.63 0.13 -0.03
C 2.16 -1.26 0.05
C -1.39 -0.76 0.43
C -0.71 0.31 -0.39
N -0.82 1.65 0.21
O 2.08 1.20 0.03
O -0.99 0.33 -1.69
H 2.56 -1.78 -0.88
H 2.94 -1.00 0.83
H 1.44 -1.88 0.58
H -0.91 -0.71 1.47
H -2.46 -0.70 0.40
H -1.21 -1.70 -0.22
H 0.14 2.12 0.25
H -1.50 2.21 -0.21
H -1.09 1.80 1.18
H -1.86 0.03 -2.01
*
```

Its HOMO-LUMO gap (spin up / spin down) is 0.3321 / 0.3320 Ha.

---

#ii
# C4H10NO2

A 2-piece molecular cluster, C4H10NO2 overall (the ωB97M-V functional and the def2-TZVPD basis, OMol25).

Geometry as ORCA input:
```
! wB97M-V def2-TZVPD RIJCOSX def2/J DEFGRID3
* xyz 1 1
C 1.37 -1.09 -1.28
C -0.13 -0.88 -1.01
C -0.59 0.54 -0.77
C -1.05 0.77 0.71
O -1.86 0.10 1.26
O -0.45 1.88 1.25
N 2.17 -0.98 -0.04
H 1.61 -0.20 -1.85
H 1.61 -1.99 -1.93
H -0.67 -1.47 -1.75
H -0.43 -1.41 0.00
H 0.10 1.38 -1.01
H -1.40 0.81 -1.45
H -0.37 -2.03 0.61
H 3.10 -0.71 -0.38
H 2.35 -1.86 0.43
H 0.47 1.96 0.99
*
```

Its HOMO-LUMO gap is 0.2679 Ha.

---

Result of the stability comparison: #i is the most stable of them.

---

#i
# C14H16O2

A 2-piece molecular cluster, C14H16O2 overall (the ωB97M-V functional and the def2-TZVPD basis, OMol25).

Geometry as ORCA input:
```
! wB97M-V def2-TZVPD RIJCOSX def2/J DEFGRID3
* xyz 0 1
C -0.66 -1.46 5.92
C -0.54 -1.39 4.42
C 0.66 -0.96 3.87
C 0.78 -0.68 2.50
C -0.25 -1.07 1.67
O -0.17 -1.04 0.30
C -1.43 -1.58 2.20
C -1.56 -1.79 3.56
H -0.55 -0.46 6.34
H -0.03 -2.20 6.42
H -1.61 -1.90 6.20
H 1.49 -0.71 4.51
H 1.74 -0.38 2.08
H 0.71 -1.26 -0.02
H -2.24 -1.87 1.55
H -2.48 -2.14 4.02
C 0.13 0.52 -5.82
C 0.28 0.85 -4.35
C 1.34 1.66 -3.94
C 1.47 2.03 -2.61
C 0.48 1.60 -1.73
O 0.59 2.07 -0.44
C -0.62 0.87 -2.12
C -0.67 0.41 -3.43
H 0.02 1.38 -6.46
H -0.71 -0.16 -5.96
H 0.95 -0.13 -6.16
H 2.01 1.99 -4.71
H 2.32 2.58 -2.24
H -0.01 1.61 0.16
H -1.38 0.65 -1.40
H -1.37 -0.33 -3.80
*
```

The SMILES is Cc1ccc(O)cc1.Cc1ccc(O)cc1. Its HOMO-LUMO gap is 0.3313 Ha.

---

#ii
# C14H16O2

A 2-piece molecular cluster, C14H16O2 overall (the ωB97M-V functional and the def2-TZVPD basis, OMol25).

Geometry as ORCA input:
```
! wB97M-V def2-TZVPD RIJCOSX def2/J DEFGRID3
* xyz 0 1
C 1.43 1.02 -5.65
C 1.64 0.94 -4.18
C 1.60 -0.36 -3.55
C 1.69 -0.47 -2.17
C 2.05 0.65 -1.38
O 2.34 0.44 -0.07
C 2.13 1.92 -1.99
C 1.92 1.99 -3.34
H 2.04 0.34 -6.21
H 1.80 1.98 -6.07
H 0.38 0.90 -5.99
H 1.43 -1.19 -4.20
H 1.64 -1.39 -1.63
H 2.60 1.29 0.32
H 2.50 2.77 -1.43
H 1.94 2.97 -3.90
C -4.14 -2.30 3.63
C -2.99 -1.42 3.18
C -2.71 -1.18 1.85
C -1.63 -0.41 1.41
C -0.73 0.01 2.36
O 0.59 0.26 2.12
C -1.06 -0.07 3.74
C -2.08 -0.87 4.17
H -3.98 -3.30 4.01
H -4.89 -2.54 2.82
H -4.75 -1.75 4.36
H -3.52 -1.55 1.24
H -1.61 -0.35 0.33
H 0.88 0.99 1.57
H -0.22 0.14 4.41
H -2.38 -0.96 5.21
*
```

The SMILES is Cc1ccc(O)cc1.Cc1ccc(O)cc1. Its HOMO-LUMO gap is 0.3285 Ha.

---

#iii
# C14H16O2

A 2-piece molecular cluster, C14H16O2 overall (the ωB97M-V functional and the def2-TZVPD basis, OMol25).

Geometry as ORCA input:
```
! wB97M-V def2-TZVPD RIJCOSX def2/J DEFGRID3
* xyz 0 1
C 0.24 0.54 -3.89
C -0.08 1.40 -2.69
C -0.79 0.87 -1.63
C -0.80 1.50 -0.37
C -0.19 2.74 -0.28
O -0.32 3.46 0.90
C 0.29 3.37 -1.42
C 0.40 2.70 -2.64
H -0.56 -0.18 -4.08
H 1.13 -0.06 -3.68
H 0.46 1.11 -4.79
H -1.47 0.05 -1.80
H -1.09 0.81 0.39
H 0.51 3.89 1.11
H 0.79 4.32 -1.26
H 0.92 3.18 -3.44
C -1.65 -3.16 0.60
C -0.61 -2.36 1.31
C 0.74 -2.64 1.25
C 1.68 -1.82 1.90
C 1.25 -0.87 2.80
O 2.08 0.01 3.47
C -0.12 -0.57 2.87
C -1.04 -1.35 2.20
H -2.49 -3.52 1.21
H -1.31 -3.99 -0.01
H -2.19 -2.50 -0.07
H 1.18 -3.37 0.58
H 2.73 -2.12 1.84
H 2.83 -0.49 3.84
H -0.45 0.19 3.56
H -2.10 -1.15 2.23
*
```

The SMILES is Cc1ccc(O)cc1.Cc1ccc(O)cc1. Its HOMO-LUMO gap is 0.3376 Ha.

---

Result of the stability comparison: #i is the most stable of them.

---

#i
# CH2FNOS

A 2-piece molecular cluster, CH2FNOS overall (the ωB97M-V functional and the def2-TZVPD basis, OMol25).

Geometry as ORCA input:
```
! wB97M-V def2-TZVPD RIJCOSX def2/J DEFGRID3
* xyz 0 1
C -0.99 -0.04 -0.01
N 0.35 0.17 -0.29
O -1.62 -0.92 0.39
F -1.54 1.22 -0.24
S 1.60 -0.94 -0.29
H 0.60 1.68 -0.63
H 1.60 -1.17 1.07
*
```

Its HOMO-LUMO gap is 0.3255 Ha.

---

#ii
# CH2FNOS

A 2-piece molecular cluster, CH2FNOS overall (the ωB97M-V functional and the def2-TZVPD basis, OMol25).

Geometry as ORCA input:
```
! wB97M-V def2-TZVPD RIJCOSX def2/J DEFGRID3
* xyz 0 1
O -1.91 0.57 0.68
C -0.76 0.18 0.77
N 0.32 -0.26 0.95
S 1.78 -0.96 1.08
H 2.24 -0.59 -0.13
F -0.34 0.59 -1.57
H -1.33 0.48 -1.79
*
```

The SMILES is O=C=NS.F. Its HOMO-LUMO gap is 0.3533 Ha.

---

#iii
# CH2FNOS

One molecule with the formula CH2FNOS (the ωB97M-V functional and the def2-TZVPD basis, OMol25).

Geometry as ORCA input:
```
! wB97M-V def2-TZVPD RIJCOSX def2/J DEFGRID3
* xyz 0 1
O -0.57 1.57 -1.31
C -0.47 1.42 -0.12
F -0.84 2.37 0.84
N -0.26 0.26 0.54
S 0.51 -1.11 -0.33
H -0.24 0.27 1.60
H -0.22 -1.22 -1.42
*
```

The SMILES is O=C(F)NS. Its HOMO-LUMO gap is 0.3706 Ha.

---

Result of the stability comparison: #iii is the most stable of them.

---

#i
# F6H20O10P

A 11-piece molecular cluster, F6H20O10P overall (the ωB97M-V functional and the def2-TZVPD basis, OMol25).

Geometry as ORCA input:
```
! wB97M-V def2-TZVPD RIJCOSX def2/J DEFGRID3
* xyz -1 1
P 0.12 -0.53 -0.26
F -0.45 -2.02 -0.54
F -0.34 -0.09 -1.75
F -1.41 -0.17 0.26
F 0.49 1.01 0.04
F 0.48 -0.93 1.27
F 1.57 -0.99 -0.71
O 1.83 4.13 -0.28
H 1.25 3.48 -0.73
H 2.47 4.37 -0.96
O -3.48 -0.75 -1.60
H -2.55 -0.57 -1.39
H -3.75 -1.36 -0.91
O 2.65 2.61 2.07
H 2.21 1.78 1.85
H 2.71 3.08 1.23
O -1.77 -2.58 2.19
H -1.89 -1.88 2.84
H -1.14 -2.18 1.56
O -2.06 1.11 -3.92
H -2.20 0.49 -3.19
H -2.84 1.01 -4.46
O 2.43 -1.35 -3.74
H 1.66 -1.16 -4.29
H 2.14 -1.12 -2.84
O 0.08 2.78 -2.01
H -0.75 3.27 -2.07
H -0.10 1.94 -2.43
O -1.63 1.96 2.38
H -1.17 1.47 1.69
H -1.97 2.74 1.94
O 0.41 -3.17 4.06
H -0.27 -2.68 3.55
H 0.61 -2.59 4.80
O 2.41 -4.04 2.15
H 2.49 -3.37 1.46
H 1.74 -3.69 2.76
*
```

Its HOMO-LUMO gap is 0.3946 Ha.

---

#ii
# F6H20O10P

A 11-piece molecular cluster, F6H20O10P overall (the ωB97M-V functional and the def2-TZVPD basis, OMol25).

Geometry as ORCA input:
```
! wB97M-V def2-TZVPD RIJCOSX def2/J DEFGRID3
* xyz -1 1
P -0.03 -0.43 -0.89
F -0.19 -1.15 -2.33
F 1.41 -1.17 -0.79
F 0.67 0.86 -1.55
F 0.23 0.13 0.62
F -1.44 0.35 -0.99
F -0.82 -1.67 -0.18
O 2.27 -1.05 3.04
H 1.40 -0.62 3.15
H 2.28 -1.74 3.71
O 3.96 -0.10 -1.10
H 3.58 -0.86 -0.64
H 3.76 0.64 -0.51
O -3.32 -0.26 1.30
H -2.51 -0.52 0.84
H -3.66 0.48 0.78
O 2.61 1.30 1.35
H 2.57 0.67 2.08
H 1.80 1.10 0.86
O -4.08 1.97 -1.33
H -3.30 2.46 -1.60
H -3.99 1.11 -1.74
O 1.67 -2.77 -3.46
H 1.34 -2.05 -2.89
H 2.60 -2.57 -3.59
O -0.83 2.70 0.99
H -0.55 1.85 0.61
H -0.98 3.27 0.23
O -0.22 2.31 -3.72
H -0.34 1.89 -2.86
H 0.74 2.40 -3.79
O -0.54 -0.31 3.14
H -1.41 -0.39 3.54
H -0.67 0.30 2.40
O -1.53 -2.96 2.00
H -1.41 -2.99 1.04
H -1.07 -2.15 2.27
*
```

Its HOMO-LUMO gap is 0.4008 Ha.

---

Result of the stability comparison: #i is the most stable of them.